19
Properties=species:S:1:pos:R:3:mulliken_charge:R:1 method="wB97M-V/def2-TZVPD" homo_lumo_gap_ev=9.941 total_charge=0 de_lowest_ev=0.587 energy_ha=-286.33003 smiles=CCN.NCN e_lumo_ev=0.93
N -1.075 1.000 -0.650 -0.534
N 0.916 0.557 1.969 -0.547
N 2.700 -0.820 0.964 -0.605
C 2.394 0.283 1.846 -0.453
C -2.116 -0.941 -1.927 -0.972
C -1.979 0.562 -1.700 -0.390
H 2.900 0.137 2.797 0.331
H -2.130 -1.516 -0.999 0.284
H 0.829 1.266 2.706 0.225
H -1.710 0.962 -2.683 0.321
H 2.123 -1.639 1.145 0.235
H -2.978 0.961 -1.501 0.291
H 0.525 -0.272 2.440 0.228
H -1.168 -1.284 -2.504 0.219
H -1.247 0.518 0.229 0.211
H -0.106 0.817 -0.870 0.210
H 2.377 -0.531 0.038 0.273
H 2.628 1.204 1.330 0.337
H -2.884 -1.263 -2.629 0.335